Entry A
The following is a DFT calculation (ωB97M-V/def2-TZVPD) of a cluster of 2 separate species, CH5OS in total.

## Properties
Lowest unoccupied orbital energy, Eh: 0.156
Total charge: -1

The geometry in XYZ format:
```
8
CH5OS (ωB97M-V/def2-TZVPD)
S 0.364 -0.842 2.372
H 0.067 -2.180 2.112
C -0.230 0.770 -0.810
O 0.783 -0.258 -0.957
H -0.526 1.179 -1.824
H -1.144 0.474 -0.301
H 0.190 1.651 -0.379
H 0.496 -0.794 -0.212
```

Entry B
The following is a DFT calculation (ωB97M-V/def2-TZVPD) of a cluster of 2 separate species, CH5OS in total.

## Properties
Lowest unoccupied orbital energy, Eh: 0.160
Total charge: -1

The geometry in XYZ format:
```
8
CH5OS (ωB97M-V/def2-TZVPD)
O 0.408 -1.373 2.037
H 0.118 -0.878 1.221
C -1.046 1.230 -0.940
S 0.419 0.091 -0.747
H -0.779 2.181 -1.389
H -1.383 1.419 0.086
H -1.814 0.669 -1.444
H -0.041 -0.892 2.739
```

entry B ends up most stable, edging out the next structure by 0.317 eV.

Entry A
The following is a DFT calculation (ωB97M-V/def2-TZVPD) of a structure of composition C25H17N8O7W.

## Properties
Lowest unoccupied orbital energy (spin up / spin down), Eh: -0.155 / -0.180
Multiplicity: 3
Total charge: +1

The geometry in XYZ format:
```
58
C25H17N8O7W (ωB97M-V/def2-TZVPD)
W 2.057 -1.284 -1.687
O 5.454 0.912 2.667
C 4.683 -0.053 3.144
O 4.693 -0.396 4.292
C 3.738 -0.713 2.188
C 2.885 -1.745 2.535
N 2.182 -2.081 1.445
N 2.527 -1.317 0.406
C 3.468 -0.487 0.837
C 3.989 0.414 -0.228
O 4.859 1.224 -0.047
O 3.356 0.204 -1.369
H 5.330 1.089 1.711
H 2.753 -2.239 3.484
H 1.461 -2.778 1.327
C -1.399 2.390 4.944
O -1.934 3.245 3.946
C -2.582 2.687 2.906
C -3.158 3.579 1.996
C -3.863 3.102 0.916
C -3.948 1.728 0.677
C -3.399 0.840 1.592
C -2.727 1.316 2.711
N -4.713 1.350 -0.463
N -4.369 0.451 -1.241
C -3.115 -0.233 -1.122
C -3.109 -1.594 -0.970
C -1.911 -2.337 -0.918
C -0.721 -1.686 -1.069
O 0.505 -2.276 -1.029
C -0.716 -0.305 -1.328
N 0.519 0.237 -1.563
C 0.625 1.532 -1.808
C -0.502 2.361 -1.845
C -1.750 1.833 -1.631
C -1.893 0.458 -1.351
H -0.945 3.040 5.684
H -0.636 1.727 4.529
H -2.186 1.796 5.415
H -3.069 4.641 2.185
H -4.363 3.781 0.237
H -3.523 -0.225 1.470
H -2.342 0.609 3.432
H -4.054 -2.112 -0.863
H -1.935 -3.407 -0.761
H 1.621 1.911 -1.995
H -0.370 3.412 -2.056
H -2.626 2.465 -1.683
N 0.694 -1.863 -5.141
C 1.608 -1.959 -4.196
O 2.198 -0.904 -3.738
C 1.876 -3.202 -3.531
C 0.976 -4.298 -3.612
N 0.184 -5.128 -3.694
C 2.995 -3.193 -2.692
N 3.853 -2.869 -1.961
H 0.499 -0.962 -5.548
H 0.270 -2.688 -5.538
```

Entry B
The following is a DFT calculation (ωB97M-V/def2-TZVPD) of a structure of composition C25H17N8O7W.

## Properties
Lowest unoccupied orbital energy (spin up / spin down), Eh: -0.160 / -0.161
Multiplicity: 3
Total charge: +1

The geometry in XYZ format:
```
58
C25H17N8O7W (ωB97M-V/def2-TZVPD)
W -1.951 0.680 -0.154
O -8.454 1.580 -0.519
C -7.341 1.992 0.115
O -7.303 3.006 0.735
C -6.173 1.054 0.066
C -6.146 -0.291 0.383
N -4.862 -0.689 0.365
N -4.061 0.326 0.040
C -4.831 1.391 -0.143
C -4.088 2.623 -0.561
O -4.590 3.623 -0.950
O -2.747 2.420 -0.481
H -8.282 0.815 -1.081
H -6.939 -0.969 0.652
H -4.471 -1.598 0.563
C 3.707 -4.300 -0.592
O 4.581 -3.199 -0.792
C 4.549 -2.192 0.104
C 5.451 -1.149 -0.125
C 5.503 -0.079 0.739
C 4.615 0.001 1.810
C 3.744 -1.049 2.062
C 3.712 -2.151 1.217
N 4.745 1.162 2.643
N 3.766 1.779 3.078
C 2.423 1.447 2.711
C 1.515 1.172 3.698
C 0.162 0.897 3.408
C -0.264 0.930 2.113
O -1.546 0.678 1.710
C 0.646 1.252 1.090
N 0.122 1.266 -0.177
C 0.904 1.619 -1.186
C 2.242 1.974 -1.000
C 2.784 1.938 0.261
C 1.988 1.548 1.357
H 3.889 -4.979 -1.419
H 2.662 -3.980 -0.609
H 3.923 -4.807 0.351
H 6.119 -1.222 -0.973
H 6.227 0.713 0.596
H 3.107 -1.033 2.936
H 3.048 -2.972 1.447
H 1.855 1.152 4.725
H -0.537 0.671 4.202
H 0.453 1.633 -2.169
H 2.832 2.275 -1.853
H 3.816 2.223 0.418
N -1.335 0.068 -4.359
C -1.440 -0.269 -3.079
O -2.083 0.499 -2.281
C -0.827 -1.463 -2.576
C 0.042 -2.286 -3.329
N 0.761 -2.903 -3.983
C -1.223 -1.659 -1.274
N -1.744 -1.545 -0.227
H -1.761 0.923 -4.678
H -0.896 -0.548 -5.024
```

entry B ends up most stable, edging out the next structure by 0.099 eV.

Entry A
The following is a DFT calculation (ωB97M-V/def2-TZVPD) of a cluster of 2 separate species, C27H29N2O2 in total.

## Properties
Lowest unoccupied orbital energy, Eh: -0.181
Total charge: +1

The geometry in XYZ format:
```
60
C27H29N2O2 (ωB97M-V/def2-TZVPD)
C -5.407 -1.262 2.139
C -4.484 -2.448 1.847
C -3.125 -1.821 1.801
C -3.271 -0.458 2.173
O -4.557 -0.074 2.377
C -2.160 0.388 2.337
C -0.911 -0.146 2.134
C -0.726 -1.464 1.600
C 0.525 -2.013 1.257
C 1.801 -1.439 1.483
C 2.883 -2.318 1.782
C 4.145 -1.799 1.978
C 4.378 -0.412 1.767
O 5.688 -0.055 1.855
C 6.444 -1.268 2.227
C 5.457 -2.439 2.298
C 3.339 0.472 1.445
C 2.072 -0.039 1.341
C -1.878 -2.308 1.474
H -6.053 -1.027 1.285
H -6.026 -1.410 3.031
H -4.570 -3.193 2.646
H -4.745 -2.940 0.908
H -2.325 1.412 2.661
H -0.047 0.448 2.426
H 0.499 -3.057 0.935
H 2.691 -3.390 1.890
H 7.221 -1.426 1.469
H 6.912 -1.065 3.198
H 5.469 -2.888 3.295
H 5.716 -3.222 1.579
H 3.568 1.515 1.243
H 1.259 0.633 1.079
H -1.760 -3.350 1.167
C -1.914 2.295 -0.678
N -1.826 2.288 -2.110
C -2.822 3.028 -2.849
C -2.265 3.072 -4.283
C -0.795 2.627 -4.199
C -0.507 2.465 -2.691
C 0.367 1.289 -2.335
C -0.163 0.000 -2.453
C 0.619 -1.083 -2.064
C 1.928 -0.823 -1.619
N 2.392 0.408 -1.444
C 1.693 1.444 -1.892
H -1.107 1.695 -0.236
H -1.841 3.313 -0.251
H -2.868 1.854 -0.359
H -3.799 2.531 -2.785
H -2.957 4.052 -2.448
H -2.814 2.371 -4.919
H -2.374 4.077 -4.697
H -0.663 1.666 -4.707
H -0.100 3.349 -4.633
H -0.026 3.398 -2.323
H -1.166 -0.138 -2.860
H 0.243 -2.105 -2.049
H 2.593 -1.647 -1.367
H 2.152 2.437 -1.878
```

Entry B
The following is a DFT calculation (ωB97M-V/def2-TZVPD) of the ion C27H29N2O2 with charge +1.

## Properties
Lowest unoccupied orbital energy, Eh: -0.100
Total charge: +1
SMILES string: COc1cccc(OC)c1-n1cc[n+](C)c1C(c1ccc(C)cc1)c1ccc(C)cc1

The geometry in XYZ format:
```
60
C27H29N2O2 (ωB97M-V/def2-TZVPD)
C -3.148 1.368 -1.984
O -1.918 0.594 -1.739
C -1.823 -0.643 -2.312
C -2.983 -1.337 -2.709
C -2.846 -2.577 -3.305
C -1.609 -3.123 -3.585
C -0.446 -2.367 -3.278
O 0.797 -2.830 -3.596
C 0.855 -4.233 -3.991
C -0.547 -1.148 -2.560
N 0.634 -0.419 -2.129
C 1.700 0.032 -2.948
C 2.300 1.062 -2.296
N 1.730 1.068 -1.012
C 2.329 1.888 0.005
C 0.797 0.113 -0.855
C 0.317 -0.020 0.969
C 1.383 -0.308 1.935
C 2.394 -1.254 1.614
C 3.541 -1.385 2.402
C 3.719 -0.578 3.552
C 4.997 -0.586 4.348
C 2.679 0.262 3.946
C 1.514 0.356 3.199
C -0.858 0.790 1.368
C -2.180 0.334 1.152
C -3.285 1.136 1.400
C -3.106 2.451 1.829
C -4.274 3.374 2.065
C -1.818 2.896 2.129
C -0.711 2.079 1.912
H -2.891 2.397 -1.690
H -3.461 1.326 -3.058
H -4.006 1.027 -1.347
H -3.968 -0.894 -2.537
H -3.741 -3.141 -3.569
H -1.509 -4.101 -4.062
H 1.937 -4.480 -4.031
H 0.352 -4.889 -3.234
H 0.374 -4.420 -4.969
H 1.858 -0.346 -3.950
H 3.050 1.831 -2.549
H 1.629 2.083 0.822
H 3.249 1.391 0.414
H 2.650 2.838 -0.471
H 0.106 -0.860 0.267
H 2.241 -1.862 0.729
H 4.295 -2.131 2.153
H 5.098 0.377 4.877
H 5.074 -1.380 5.112
H 5.877 -0.707 3.693
H 2.771 0.819 4.900
H 0.673 0.930 3.584
H -2.305 -0.699 0.841
H -4.314 0.719 1.359
H -3.979 4.199 2.730
H -4.646 3.823 1.131
H -5.129 2.842 2.507
H -1.691 3.859 2.651
H 0.276 2.449 2.171
```

entry A ends up most stable, edging out the next structure by 2.089 eV.

Entry A
The following is a DFT calculation (ωB97M-V/def2-TZVPD) of a cluster of 6 separate species, C24H66N6O6 in total.

## Properties
Lowest unoccupied orbital energy, Eh: 0.020
Total charge: 0
SMILES string: COC[C@H](C)N.COC[C@H](C)N.COC[C@H](C)N.COC[C@H](C)N.COC[C@H](C)N.COC[C@H](C)N

The geometry in XYZ format:
```
102
C24H66N6O6 (ωB97M-V/def2-TZVPD)
C -5.973 -15.519 -35.998
O -4.979 -15.332 -35.029
C -3.939 -14.476 -35.423
C -2.868 -14.452 -34.360
C -1.671 -13.650 -34.874
N -2.451 -15.779 -33.915
H -5.536 -15.774 -36.975
H -6.622 -14.643 -36.097
H -6.569 -16.383 -35.700
H -3.528 -14.791 -36.401
H -4.329 -13.458 -35.602
H -3.260 -13.888 -33.508
H -1.358 -13.955 -35.875
H -0.817 -13.794 -34.212
H -1.933 -12.592 -34.865
H -3.265 -16.382 -33.818
H -1.933 -16.212 -34.678
C 0.201 -15.070 -32.440
O 0.769 -14.598 -31.244
C -0.207 -14.286 -30.271
C 0.511 -13.845 -28.998
C -0.446 -13.825 -27.802
N 1.221 -12.582 -29.124
H -0.001 -16.148 -32.394
H 0.895 -14.876 -33.258
H -0.739 -14.549 -32.664
H -0.815 -13.436 -30.621
H -0.832 -15.171 -30.093
H 1.279 -14.594 -28.769
H 0.103 -13.490 -26.924
H -0.844 -14.822 -27.624
H -1.258 -13.129 -28.029
H 0.608 -11.790 -29.265
H 1.929 -12.630 -29.841
C -6.255 -10.219 -28.531
O -4.849 -10.241 -28.343
C -4.140 -9.274 -29.099
C -2.673 -9.652 -29.067
C -1.756 -8.470 -29.228
N -2.287 -10.698 -30.032
H -6.574 -9.371 -29.134
H -6.735 -10.133 -27.550
H -6.581 -11.171 -28.956
H -4.525 -9.270 -30.126
H -4.254 -8.266 -28.674
H -2.483 -10.102 -28.088
H -1.728 -8.128 -30.270
H -0.724 -8.722 -28.983
H -2.045 -7.615 -28.613
H -2.630 -10.464 -30.961
H -2.799 -11.543 -29.790
C -5.100 -19.047 -33.536
O -3.801 -18.579 -33.831
C -3.292 -19.063 -35.046
C -2.979 -20.556 -35.081
C -1.751 -20.858 -34.237
N -2.734 -20.948 -36.474
H -5.805 -18.744 -34.326
H -5.405 -18.550 -32.618
H -5.150 -20.130 -33.428
H -3.952 -18.779 -35.884
H -2.340 -18.563 -35.251
H -3.787 -21.153 -34.635
H -0.850 -20.623 -34.818
H -1.662 -21.929 -34.038
H -1.745 -20.278 -33.317
H -3.595 -20.882 -37.010
H -2.499 -21.935 -36.504
C -0.318 -18.609 -30.855
O -0.971 -19.190 -29.733
C -1.490 -18.206 -28.870
C -2.387 -18.845 -27.831
C -3.423 -19.817 -28.398
N -2.975 -17.792 -26.985
H 0.181 -19.423 -31.372
H 0.419 -17.867 -30.524
H -1.042 -18.116 -31.512
H -0.646 -17.738 -28.336
H -2.051 -17.422 -29.404
H -1.772 -19.480 -27.181
H -4.286 -19.286 -28.815
H -3.800 -20.432 -27.581
H -3.004 -20.425 -29.197
H -3.988 -17.862 -27.004
H -2.807 -16.903 -27.456
C -3.939 -13.884 -28.103
O -3.456 -14.978 -28.839
C -3.766 -14.896 -30.224
C -5.118 -15.459 -30.565
C -5.120 -16.984 -30.360
N -5.418 -15.067 -31.938
H -5.026 -13.791 -28.179
H -3.453 -12.959 -28.437
H -3.668 -13.960 -27.050
H -3.685 -13.858 -30.580
H -2.975 -15.445 -30.746
H -5.865 -15.037 -29.889
H -5.996 -17.427 -30.845
H -5.137 -17.279 -29.312
H -4.253 -17.441 -30.852
H -6.319 -15.433 -32.223
H -4.736 -15.485 -32.562
```

Entry B
The following is a DFT calculation (ωB97M-V/def2-TZVPD) of a cluster of 6 separate species, C24H66N6O6 in total.

## Properties
Lowest unoccupied orbital energy, Eh: 0.026
Total charge: 0
SMILES string: COC[C@H](C)N.COC[C@H](C)N.COC[C@H](C)N.COC[C@H](C)N.COC[C@H](C)N.COC[C@H](C)N

The geometry in XYZ format:
```
102
C24H66N6O6 (ωB97M-V/def2-TZVPD)
C 4.397 2.280 0.856
O 4.651 1.245 1.784
C 5.625 0.345 1.337
C 5.614 -0.925 2.169
C 4.419 -1.842 1.838
N 5.583 -0.638 3.630
H 3.745 3.025 1.300
H 3.954 1.826 -0.034
H 5.318 2.784 0.536
H 5.496 0.073 0.278
H 6.621 0.815 1.355
H 6.530 -1.494 1.984
H 4.497 -2.119 0.784
H 3.470 -1.349 2.050
H 4.470 -2.764 2.415
H 6.314 0.073 3.723
H 4.745 -0.055 3.711
C 1.848 -1.145 -1.823
O 2.255 -2.482 -2.051
C 1.644 -3.116 -3.127
C 2.055 -4.593 -3.146
C 3.545 -4.766 -3.504
N 1.238 -5.381 -4.060
H 0.763 -1.040 -1.723
H 2.077 -0.619 -2.763
H 2.466 -0.766 -1.020
H 0.554 -3.149 -2.994
H 1.896 -2.671 -4.098
H 1.942 -4.953 -2.122
H 4.218 -4.542 -2.673
H 3.800 -4.175 -4.387
H 3.776 -5.805 -3.752
H 1.616 -6.316 -4.180
H 1.304 -5.091 -5.035
C 2.449 3.573 -1.785
O 1.823 3.090 -0.629
C 0.661 2.324 -0.782
C 0.080 1.831 0.530
C 1.079 0.848 1.198
N -1.216 1.230 0.251
H 3.035 2.819 -2.322
H 3.145 4.333 -1.426
H 1.743 4.054 -2.470
H -0.120 2.892 -1.314
H 0.835 1.481 -1.470
H 0.023 2.660 1.243
H 0.540 0.366 2.012
H 1.937 1.367 1.631
H 1.476 0.169 0.445
H -1.443 0.772 1.152
H -1.145 0.527 -0.479
C -1.497 5.960 -1.599
O -2.585 5.080 -1.669
C -2.910 4.456 -0.449
C -4.029 3.436 -0.680
C -4.475 2.891 0.671
N -3.547 2.281 -1.452
H -0.591 5.341 -1.515
H -1.524 6.655 -0.753
H -1.405 6.534 -2.519
H -2.045 3.907 -0.060
H -3.282 5.218 0.249
H -4.855 3.868 -1.247
H -3.608 2.423 1.144
H -5.278 2.154 0.649
H -4.858 3.682 1.322
H -2.759 1.844 -0.963
H -3.101 2.603 -2.311
C -1.790 -2.871 -0.271
O -1.767 -1.530 -0.717
C -2.617 -1.254 -1.820
C -4.130 -1.424 -1.562
C -5.030 -1.226 -2.765
N -4.569 -0.511 -0.483
H -2.759 -3.161 0.142
H -1.060 -2.906 0.538
H -1.496 -3.610 -1.023
H -2.418 -0.233 -2.151
H -2.392 -1.913 -2.671
H -4.221 -2.443 -1.168
H -4.843 -1.984 -3.534
H -4.838 -0.269 -3.251
H -6.073 -1.384 -2.500
H -3.734 -0.390 0.086
H -4.702 0.400 -0.925
C 0.910 -1.663 4.423
O -0.302 -0.925 4.489
C -1.338 -1.481 3.719
C -2.542 -0.547 3.689
C -3.699 -1.142 2.944
N -2.102 0.694 3.044
H 1.296 -1.584 3.402
H 0.782 -2.691 4.760
H 1.629 -1.119 5.032
H -0.966 -1.608 2.689
H -1.609 -2.478 4.087
H -2.815 -0.405 4.744
H -3.526 -1.449 1.914
H -4.565 -0.482 2.981
H -3.997 -2.103 3.385
H -2.541 1.522 3.447
H -1.172 0.832 3.462
```

entry A ends up most stable, edging out the next structure by 0.216 eV.

Entry A
The following is a DFT calculation (ωB97M-V/def2-TZVPD) of a cluster of 2 separate species, C3H4INO in total.

## Properties
Lowest unoccupied orbital energy, Eh: 0.016
Total charge: 0
SMILES string: [H]/N=C\I.C=C=O

The geometry in XYZ format:
```
10
C3H4INO (ωB97M-V/def2-TZVPD)
H 1.793 1.281 -2.748
N 1.199 1.410 -1.911
C 1.276 0.753 -0.912
I 2.241 -1.129 -0.491
H 0.641 1.012 -0.069
C -1.651 -1.076 0.953
C -1.176 -0.142 1.702
O -0.531 0.628 2.280
H -2.382 -0.645 0.279
H -1.412 -2.092 0.918
```

Entry B
The following is a DFT calculation (ωB97M-V/def2-TZVPD) of an isolated molecule of C3H4INO.

## Properties
Lowest unoccupied orbital energy, Eh: -0.059
Total charge: 0

The geometry in XYZ format:
```
10
C3H4INO (ωB97M-V/def2-TZVPD)
C 1.499 0.293 -0.175
C -0.965 0.599 0.355
C -0.568 -0.637 -0.405
N 0.830 -0.566 -0.818
O 1.140 1.148 0.653
I -1.102 -2.430 0.875
H 2.555 0.146 -0.423
H -0.703 1.564 -0.141
H -1.400 0.569 1.345
H -1.287 -0.686 -1.265
```

entry A ends up most stable, edging out the next structure by 1.200 eV.

Entry A
The following is a DFT calculation (ωB97M-V/def2-TZVPD) of a structure of composition CH5NOP2.

## Properties
Lowest unoccupied orbital energy (spin up / spin down), Eh: -0.050 / -0.050
Total charge: 0

The geometry in XYZ format:
```
10
CH5NOP2 (ωB97M-V/def2-TZVPD)
C 1.213 0.408 -0.650
N -2.333 0.004 -0.580
O -0.080 0.022 -0.632
P -3.757 -0.333 -0.026
P -1.152 0.712 0.316
H 1.483 1.112 0.146
H 1.341 0.749 -1.652
H 1.892 -0.496 -0.702
H -4.215 -0.528 -1.393
H -0.663 -0.578 2.099
```

Entry B
The following is a DFT calculation (ωB97M-V/def2-TZVPD) of an isolated molecule of CH5NOP2.

## Properties
Lowest unoccupied orbital energy, Eh: -0.012
Total charge: 0
SMILES string: CP(#N)OP

The geometry in XYZ format:
```
10
CH5NOP2 (ωB97M-V/def2-TZVPD)
C 1.195 1.499 -0.099
P 0.180 -0.095 0.232
N 0.301 -1.573 0.350
O -1.488 -0.052 0.053
P -2.891 0.652 -0.066
H 1.712 1.831 0.879
H 1.945 1.038 -0.820
H 0.602 2.343 -0.623
H -2.259 1.957 -0.265
H -2.913 1.033 1.278
```

entry B ends up most stable, edging out the next structure by 0.317 eV.